[1]
47
Properties=species:S:1:pos:R:3 method="wB97M-V/def2-TZVPD" relative_energy_kcal_mol=55.2 e_tot_ha=-8610.5786 gap_ev=6.04 fmax_ev_per_a=2.58 charge=+2 homo_energy_ev=-14.231
Sn -0.475 0.764 0.207
O 2.251 0.401 -3.507
C 1.651 0.622 -2.373
O 0.478 0.944 -2.274
C 2.508 0.446 -1.175
C 3.829 0.029 -1.197
C 4.508 -0.087 0.013
C 3.852 0.232 1.190
C 2.520 0.626 1.118
N 1.882 0.719 -0.032
C 1.695 0.946 2.361
O 2.213 0.931 3.443
O 0.457 1.216 2.132
H 1.664 0.497 -4.277
H 4.303 -0.201 -2.137
H 5.535 -0.415 0.029
H 4.329 0.178 2.156
C -4.852 2.216 0.534
Se -3.428 1.532 -0.594
C -2.906 3.142 -1.592
C -2.014 4.135 -0.858
Se -0.165 3.530 -0.533
C 0.102 4.291 1.221
H -5.650 2.574 -0.113
H -4.517 3.004 1.204
H -5.212 1.369 1.113
H -3.838 3.637 -1.878
H -2.419 2.784 -2.502
H -2.433 4.445 0.102
H -1.907 5.023 -1.489
H -0.575 3.831 1.939
H -0.063 5.363 1.161
H 1.132 4.100 1.520
C -2.146 -4.954 0.534
Si -0.293 -4.622 0.394
C 0.501 -4.487 -1.319
C 0.802 -4.684 1.934
Se -0.768 -1.610 0.083
H -2.363 -6.017 0.638
H -2.675 -4.586 -0.347
H -2.563 -4.444 1.404
H 0.618 -5.453 -1.807
H 1.483 -4.021 -1.255
H -0.127 -3.859 -1.950
H 0.875 -5.694 2.335
H 0.390 -4.051 2.720
H 1.815 -4.340 1.726


[2]
52
Properties=species:S:1:pos:R:3 method="wB97M-V/def2-TZVPD" e_tot_ha=-2016.4553 gap_ev="8.10 / 4.82" fmax_ev_per_a=4.95 charge=0 homo_energy_ev="-8.981 / -8.443" spin_multiplicity=3
Ag 14.513 4.820 -27.596
Cl 15.158 6.237 -31.350
O 14.247 6.792 -32.286
O 15.588 4.910 -31.750
O 16.366 7.032 -31.216
O 14.569 6.077 -30.060
C 15.923 4.728 -23.168
C 15.282 4.542 -24.361
C 14.837 3.161 -24.807
O 14.476 2.893 -26.048
C 14.691 2.145 -23.919
C 15.209 2.341 -22.549
C 16.025 3.672 -22.222
O 16.509 3.772 -21.106
O 15.235 1.490 -21.585
O 15.205 5.557 -25.175
H 16.398 5.661 -22.904
H 14.241 1.208 -24.211
C 17.227 2.123 -29.806
C 16.776 3.118 -28.710
C 17.500 4.510 -28.830
O 16.886 5.317 -27.848
C 17.396 6.621 -27.621
N 15.395 3.280 -29.023
H 16.909 1.091 -29.655
H 18.311 2.101 -29.914
H 16.851 2.477 -30.766
H 16.837 2.762 -27.682
H 17.296 4.911 -29.823
H 18.576 4.477 -28.659
H 18.446 6.579 -27.333
H 16.893 7.038 -26.748
H 17.162 7.385 -28.363
H 14.945 2.379 -28.947
H 15.375 3.597 -29.981
C 11.622 4.739 -25.887
C 11.530 5.158 -27.337
C 12.020 6.608 -27.567
O 13.343 6.732 -27.151
C 13.658 8.092 -26.835
N 12.327 4.321 -28.172
H 10.889 5.168 -25.204
H 12.590 4.932 -25.424
H 11.458 3.665 -25.796
H 10.500 5.256 -27.679
H 11.490 7.133 -26.772
H 11.795 7.149 -28.486
H 13.034 8.681 -26.163
H 13.613 8.607 -27.794
H 14.704 8.095 -26.526
H 11.767 3.482 -28.105
H 12.115 4.511 -29.141


[3]
48
Properties=species:S:1:pos:R:3 method="wB97M-V/def2-TZVPD" relative_energy_kcal_mol=0.0 e_tot_ha=-6730.0889 gap_ev=6.79 fmax_ev_per_a=0.12 charge=+2 homo_energy_ev=-13.420
Pt -0.467 -0.860 -0.082
N -3.884 -4.159 0.264
C -3.996 -3.046 1.262
C -2.725 -2.214 1.225
N -2.352 -1.755 -0.142
C -2.459 -2.802 -1.194
C -3.749 -3.597 -1.120
H -4.692 -4.782 0.326
H -3.039 -4.717 0.481
H -4.129 -3.478 2.252
H -4.887 -2.474 1.002
H -1.894 -2.788 1.629
H -2.854 -1.329 1.846
H -3.000 -1.008 -0.393
H -1.612 -3.477 -1.097
H -2.383 -2.313 -2.164
H -3.724 -4.420 -1.831
H -4.637 -2.994 -1.308
I 1.049 -3.053 0.004
I -0.444 -5.131 1.078
C -1.732 4.216 0.306
As -0.476 2.773 0.225
C 0.253 2.529 1.980
C 0.835 3.243 -1.087
S -1.669 1.077 -0.397
H -1.199 5.127 0.579
H -2.492 3.994 1.051
H -2.195 4.341 -0.671
H 0.915 3.364 2.208
H 0.793 1.587 2.017
H -0.577 2.517 2.684
H 1.402 4.101 -0.726
H 0.302 3.507 -1.999
H 1.498 2.403 -1.264
Br 7.313 3.297 -0.616
C 5.793 2.198 -0.557
C 5.742 1.053 -1.342
C 4.623 0.242 -1.289
C 3.546 0.587 -0.474
C 3.613 1.737 0.311
C 4.736 2.541 0.279
C 2.366 -0.298 -0.438
O 1.260 0.187 0.017
O 2.475 -1.475 -0.847
H 6.575 0.798 -1.981
H 4.577 -0.658 -1.885
H 2.797 1.987 0.975
H 4.806 3.422 0.901


[4]
57
Properties=species:S:1:pos:R:3 method="wB97M-V/def2-TZVPD" relative_energy_kcal_mol=0.0 e_tot_ha=-2475.8823 gap_ev=6.46 fmax_ev_per_a=2.67 charge=-1 homo_energy_ev=-4.308
Li 0.193 -32.350 28.877
Li 2.490 -33.795 29.762
C 2.212 -32.939 32.610
C 1.328 -32.685 31.622
C -0.100 -33.259 31.696
O -0.811 -33.126 30.658
C -0.463 -33.955 32.835
C 0.447 -34.283 33.882
C 1.890 -33.792 33.730
O 2.746 -34.186 34.493
O 0.124 -34.903 34.887
O 1.664 -32.105 30.513
H 3.178 -32.448 32.574
H -1.464 -34.368 32.857
N 1.391 -33.768 28.116
S 2.153 -33.219 26.789
O 1.346 -32.437 25.922
O 3.076 -34.151 26.246
F 3.072 -32.144 27.537
S 0.804 -35.229 27.541
O 1.736 -36.286 27.586
O -0.063 -35.103 26.437
F -0.115 -35.455 28.780
C 0.054 -29.401 26.437
C 0.830 -29.487 27.731
C 1.375 -28.155 28.193
O 2.305 -27.648 27.286
C 2.885 -26.457 27.713
N 0.048 -30.141 28.793
H 0.683 -29.132 25.594
H -0.736 -28.635 26.513
H -0.520 -30.309 26.263
H 1.709 -30.107 27.531
H 1.856 -28.328 29.176
H 0.553 -27.459 28.446
H 2.134 -25.690 27.971
H 3.436 -25.995 26.892
H 3.537 -26.586 28.585
H 0.648 -30.267 29.617
H -0.597 -29.463 29.203
C -3.288 -34.101 26.948
C -2.689 -32.717 26.786
C -3.798 -31.705 26.621
O -3.258 -30.447 26.259
C -4.211 -29.573 25.749
N -1.848 -32.394 27.966
H -2.542 -34.876 26.786
H -4.085 -34.291 26.223
H -3.685 -34.193 27.960
H -2.054 -32.670 25.898
H -4.308 -31.568 27.589
H -4.560 -32.094 25.934
H -3.780 -28.579 25.629
H -5.109 -29.480 26.379
H -4.572 -29.871 24.751
H -2.384 -32.387 28.836
H -1.750 -31.382 27.841


[5]
47
Properties=species:S:1:pos:R:3 method="wB97M-V/def2-TZVPD" e_tot_ha=-1668.5646 gap_ev=5.93 fmax_ev_per_a=2.17 charge=+2 homo_energy_ev=-13.611
C -0.912 2.990 3.780
C -0.021 1.828 3.308
C 0.154 1.778 1.788
C -1.119 1.247 1.104
C -1.012 0.954 -0.396
P -1.846 2.361 -1.349
C -0.899 3.767 -0.694
O -0.997 2.105 -2.743
O 0.386 0.937 -0.852
C 0.510 0.091 -1.836
O 1.559 -0.054 -2.460
O -0.577 -0.697 -1.987
C -1.452 -0.475 -0.841
I -3.499 -0.613 -1.498
C -1.238 -1.577 0.228
C -1.375 -3.083 -0.135
C -0.608 -3.642 -1.335
C 0.791 -3.198 -1.480
O 1.197 -2.808 -2.592
O 1.642 -3.204 -0.462
C 2.419 -1.993 -0.200
C 3.696 -1.742 -1.011
H -0.836 3.837 3.092
H -1.958 2.690 3.860
H -0.592 3.349 4.758
H -0.479 0.886 3.637
H 0.955 1.873 3.796
H 0.984 1.103 1.550
H 0.399 2.774 1.420
H -1.414 0.358 1.661
H -1.934 1.967 1.250
H 0.177 3.612 -0.593
H -1.070 4.584 -1.399
H -1.334 4.068 0.264
H -1.563 2.272 -3.507
H -0.284 -1.361 0.732
H -2.010 -1.424 0.986
H -1.118 -3.641 0.770
H -2.429 -3.290 -0.336
H -1.091 -3.277 -2.245
H -0.639 -4.738 -1.372
H 2.659 -2.073 0.859
H 1.756 -1.136 -0.322
H 3.424 -1.130 -1.882
H 4.249 -2.635 -1.297
H 4.321 -1.079 -0.409
Sr 3.028 -2.560 -3.612